Record 1
Computed, not measured: a cluster of 2 separate species, C5H17N2O in total, with the ωB97M-V functional and the def2-TZVPD basis.

Its net charge is +1. The orbital gap comes out at 11.179 eV.

CARTESIAN COORDINATES (ANGSTROEM)
N: 1.758 -1.020 -2.056
C: 0.559 -1.664 -1.657
C: -0.540 -0.709 -1.197
N: 0.133 0.243 -0.168
C: 0.916 1.064 2.045
C: 0.438 -0.226 1.339
C: -0.923 -0.465 2.017
H: 1.814 -0.852 -3.036
H: 1.074 0.468 -0.716
H: 2.533 -1.374 -1.620
H: 0.482 -2.457 -0.789
H: 0.174 -2.301 -2.475
H: -1.570 -1.234 -0.749
H: -1.036 -0.036 -2.014
H: -0.320 1.185 0.066
H: 0.622 1.145 3.131
H: 0.491 2.067 1.777
H: 1.928 1.147 2.032
H: 0.930 -1.272 1.579
H: -1.518 0.374 2.211
H: -1.474 -1.206 1.464
H: -0.665 -0.675 3.025
H: -2.349 2.991 -0.250
H: -2.447 1.519 -0.202
O: -1.824 2.243 -0.393


Record 2
Computed, not measured: a structure of composition C30H74B3BrN6O6P2, with the ωB97M-V functional and the def2-TZVPD basis.

Its net charge is 0. The orbital gap comes out at 8.859 eV.

CARTESIAN COORDINATES (ANGSTROEM)
C: 0.159 -4.826 -0.266
C: -0.603 -3.797 -1.111
C: -0.686 -4.205 -2.584
C: 0.647 -4.157 -3.344
C: 1.391 -2.842 -3.126
C: 2.443 -2.534 -4.187
C: 3.035 -1.121 -4.069
C: 3.509 -0.698 -2.673
C: 3.578 0.851 -2.524
C: 2.627 1.381 -1.437
C: 1.352 2.033 -1.980
C: 0.330 0.974 -2.412
C: -1.138 1.421 -2.352
C: -2.067 0.194 -2.269
B: -3.474 0.363 -2.911
O: -3.914 1.529 -3.531
B: -5.136 1.265 -4.104
Br: -6.691 2.292 -3.673
O: -5.237 0.148 -4.903
B: -5.083 -0.952 -4.048
C: -5.667 -2.366 -4.356
C: -5.627 -3.263 -3.109
C: -6.529 -2.739 -1.968
C: -5.810 -2.431 -0.640
O: -5.895 -1.055 -0.266
O: -4.392 -0.694 -2.875
H: 0.562 -4.399 0.652
H: 0.963 -5.312 -0.819
H: -0.534 -5.610 0.043
H: -1.631 -3.790 -0.736
H: -0.224 -2.785 -0.970
H: -1.423 -3.576 -3.089
H: -1.044 -5.240 -2.600
H: 1.296 -4.990 -3.068
H: 0.419 -4.281 -4.408
H: 1.898 -2.911 -2.159
H: 0.697 -1.998 -3.052
H: 3.224 -3.297 -4.232
H: 1.939 -2.575 -5.160
H: 3.921 -1.094 -4.713
H: 2.331 -0.400 -4.490
H: 4.497 -1.131 -2.504
H: 2.840 -1.053 -1.891
H: 4.602 1.104 -2.250
H: 3.343 1.318 -3.482
H: 3.175 2.155 -0.891
H: 2.356 0.611 -0.711
H: 0.898 2.658 -1.207
H: 1.621 2.654 -2.837
H: 0.512 0.656 -3.443
H: 0.411 0.095 -1.764
H: -1.276 2.042 -1.463
H: -1.377 2.047 -3.214
H: -2.241 -0.040 -1.214
H: -1.566 -0.657 -2.744
H: -6.673 -2.288 -4.773
H: -5.021 -2.805 -5.126
H: -5.938 -4.273 -3.373
H: -4.594 -3.290 -2.760
H: -7.058 -1.827 -2.262
H: -7.289 -3.495 -1.763
H: -4.755 -2.698 -0.692
H: -6.250 -3.030 0.165
H: -6.814 -0.803 -0.380
O: -2.614 0.705 3.629
P: -3.912 1.370 3.407
N: -3.827 2.147 1.919
C: -4.594 3.298 1.489
C: -3.594 1.217 0.819
N: -3.990 2.555 4.673
C: -3.546 3.925 4.448
C: -3.392 2.031 5.900
N: -5.542 0.861 3.447
C: -6.541 1.728 4.054
C: -5.716 -0.527 3.900
H: -5.632 3.049 1.221
H: -4.117 3.720 0.601
H: -4.607 4.085 2.228
H: -4.510 0.690 0.526
H: -2.854 0.469 1.109
H: -3.193 1.749 -0.046
H: -2.580 3.988 3.931
H: -3.449 4.427 5.412
H: -4.284 4.499 3.896
H: -2.299 2.086 5.892
H: -3.665 0.986 6.051
H: -3.771 2.600 6.753
H: -6.441 1.815 5.139
H: -7.519 1.297 3.826
H: -6.522 2.726 3.621
H: -5.516 -0.648 4.972
H: -5.041 -1.187 3.353
H: -6.735 -0.862 3.700
O: 5.774 2.030 0.449
P: 6.616 1.644 1.606
N: 8.197 1.701 1.005
C: 9.317 0.913 1.475
C: 8.606 3.038 0.605
N: 6.108 0.005 1.822
C: 6.749 -1.028 1.026
C: 4.647 -0.039 1.784
N: 6.883 2.066 3.243
C: 7.093 1.002 4.216
C: 5.935 3.065 3.765
H: 9.734 1.277 2.427
H: 10.112 0.960 0.727
H: 9.066 -0.133 1.585
H: 8.896 3.658 1.466
H: 7.794 3.540 0.079
H: 9.453 2.978 -0.080
H: 6.850 -0.760 -0.034
H: 6.156 -1.943 1.089
H: 7.726 -1.287 1.424
H: 4.244 0.046 0.770
H: 4.213 0.762 2.386
H: 4.347 -0.998 2.213
H: 6.197 0.408 4.410
H: 7.405 1.481 5.148
H: 7.896 0.335 3.913
H: 4.926 2.657 3.900
H: 5.867 3.913 3.082
H: 6.283 3.445 4.726


Record 3
Computed, not measured: a structure of composition C53H46BrN9O3S2Sr, with the ωB97M-V functional and the def2-TZVPD basis.

Its net charge is 0. The orbital gap comes out at 6.850 eV.

CARTESIAN COORDINATES (ANGSTROEM)
Sr: -0.363 0.927 -0.644
C: 1.052 1.717 4.016
C: 2.394 2.042 3.950
C: 3.008 2.121 2.711
C: 2.260 1.859 1.572
N: 0.954 1.564 1.634
C: 0.374 1.490 2.830
C: 2.867 1.917 0.209
C: 4.227 1.737 -0.003
C: 4.713 1.854 -1.294
C: 3.842 2.160 -2.327
C: 2.491 2.299 -2.035
N: 2.022 2.155 -0.795
C: 1.473 2.599 -3.097
C: 1.816 2.829 -4.423
C: 0.810 3.086 -5.342
C: -0.506 3.117 -4.918
C: -0.760 2.877 -3.577
N: 0.200 2.623 -2.694
H: 0.533 1.647 4.961
H: 2.961 2.243 4.850
H: 4.052 2.394 2.638
H: -0.680 1.243 2.829
H: 4.890 1.468 0.808
H: 5.765 1.703 -1.494
H: 4.217 2.268 -3.333
H: 2.845 2.807 -4.750
H: 1.058 3.257 -6.382
H: -1.319 3.305 -5.606
H: -1.771 2.884 -3.182
S: 1.317 -1.567 -0.833
C: -0.111 -2.507 -0.682
C: -0.114 -3.776 -0.051
C: -1.266 -4.507 0.073
C: -2.470 -3.994 -0.417
C: -2.426 -2.754 -0.997
N: -1.303 -2.025 -1.122
H: 0.830 -4.150 0.323
H: -1.241 -5.478 0.552
H: -3.400 -4.539 -0.341
H: -3.330 -2.282 -1.372
C: 1.428 -1.140 -4.319
O: 0.273 -0.551 -3.742
C: -0.812 -0.396 -4.532
C: -0.815 -0.541 -5.906
C: -2.012 -0.326 -6.585
Br: -2.020 -0.511 -8.472
C: -3.172 0.018 -5.937
C: -3.164 0.152 -4.542
C: -1.989 -0.062 -3.844
O: -1.930 0.085 -2.488
C: -4.428 0.524 -3.875
N: -5.591 0.443 -4.466
C: -6.498 0.914 -3.533
C: -7.884 1.049 -3.623
C: -8.555 1.555 -2.529
C: -7.869 1.926 -1.357
C: -6.499 1.797 -1.249
C: -5.832 1.283 -2.359
N: -4.502 1.023 -2.602
H: 1.183 -2.098 -4.783
H: 2.116 -1.309 -3.496
H: 1.877 -0.474 -5.062
H: 0.081 -0.806 -6.446
H: -4.099 0.180 -6.467
H: -1.681 -0.808 -2.006
H: -8.404 0.763 -4.528
H: -9.630 1.674 -2.569
H: -8.430 2.326 -0.522
H: -5.967 2.094 -0.357
H: -3.724 1.157 -1.971
S: -4.307 3.660 1.283
C: -3.635 4.690 0.104
C: -2.595 4.100 -0.553
C: -2.287 2.753 -0.147
C: -3.179 2.387 0.830
C: -3.215 1.111 1.554
C: -4.130 0.849 2.584
C: -4.090 -0.357 3.248
C: -3.134 -1.302 2.891
C: -2.269 -0.980 1.864
N: -2.307 0.180 1.203
H: -4.038 5.683 -0.031
H: -2.036 4.637 -1.313
H: -4.862 1.600 2.850
H: -4.800 -0.564 4.039
H: -3.068 -2.261 3.386
H: -1.498 -1.680 1.554
C: 5.490 -2.682 6.570
C: 4.944 -1.603 5.645
N: 5.440 -1.707 4.279
C: 6.846 -1.380 4.049
C: 7.691 -2.599 3.706
C: 4.673 -1.932 3.174
O: 5.123 -1.796 2.046
C: 3.239 -2.329 3.372
C: 2.824 -3.410 4.136
C: 1.469 -3.677 4.232
C: 0.580 -2.829 3.581
N: 0.966 -1.808 2.821
C: 2.272 -1.598 2.698
H: 5.073 -2.564 7.570
H: 6.576 -2.620 6.648
H: 5.234 -3.677 6.203
H: 5.227 -0.619 6.032
H: 3.858 -1.634 5.625
H: 7.217 -0.896 4.954
H: 6.901 -0.661 3.231
H: 7.661 -3.337 4.510
H: 8.730 -2.306 3.546
H: 7.321 -3.061 2.792
H: 3.547 -4.034 4.647
H: 1.103 -4.515 4.808
H: -0.491 -2.983 3.668
H: 2.577 -0.804 2.029


Record 4
Computed, not measured: a structure of composition C36H55Cl5FN7O7P2Ti, with the ωB97M-V functional and the def2-TZVPD basis.

Its net charge is 0. The orbital gap comes out at 2.867 eV.

CARTESIAN COORDINATES (ANGSTROEM)
Ti: 0.304 -0.523 -0.068
C: 3.246 5.682 3.847
C: 3.039 5.869 2.344
N: 2.035 4.987 1.779
C: 2.404 3.680 1.477
C: 1.618 2.828 0.822
C: 2.089 1.406 0.650
O: 2.892 0.965 1.442
O: 1.618 0.782 -0.417
C: 0.309 3.320 0.288
O: -0.633 2.363 -0.139
C: -0.211 4.452 1.105
C: -1.571 4.656 1.229
C: -2.056 5.694 1.994
F: -3.399 5.898 2.048
C: -1.206 6.531 2.694
C: 0.165 6.314 2.589
C: 0.681 5.275 1.817
N: -1.666 7.551 3.583
C: -1.424 8.925 3.205
C: -1.348 9.763 4.471
N: -2.646 9.607 5.212
C: -2.917 8.162 5.537
C: -2.948 7.383 4.232
H: 4.011 6.372 4.207
H: 3.573 4.663 4.057
H: 2.325 5.854 4.403
H: 3.976 5.659 1.829
H: 2.767 6.901 2.113
H: 3.376 3.360 1.830
H: -2.261 3.996 0.722
H: 0.823 6.950 3.165
H: -2.215 9.324 2.545
H: -0.480 8.992 2.668
H: -1.186 10.817 4.251
H: -0.548 9.392 5.109
H: -3.400 9.937 4.605
H: -2.646 10.175 6.058
H: -3.863 8.089 6.071
H: -2.109 7.801 6.171
H: -3.795 7.726 3.619
H: -3.105 6.330 4.457
C: -5.044 -0.483 1.570
N: -3.671 -0.047 1.574
C: -3.623 1.406 1.496
P: -2.356 -0.916 0.842
O: -1.225 0.033 1.287
O: -2.846 -0.306 -0.810
P: -1.773 -0.977 -1.911
O: -0.631 0.047 -1.776
N: -3.454 -2.747 -1.226
C: -2.231 -3.439 -3.016
C: -4.849 -2.885 -1.214
N: -2.480 -0.744 -3.472
C: -1.366 -0.661 -4.428
C: -3.406 0.374 -3.659
N: -2.888 -2.478 1.365
C: -1.371 -2.582 1.179
C: -3.320 -3.173 2.559
H: -5.553 -0.073 2.451
H: -5.121 -1.564 1.617
H: -5.593 -0.125 0.685
H: -4.087 1.838 2.392
H: -4.164 1.783 0.613
H: -2.589 1.729 1.436
H: -1.461 -3.760 -3.719
H: -3.161 -3.636 -3.552
H: -2.033 -4.010 -1.069
H: -5.366 -2.157 -0.595
H: -5.099 -3.898 -0.875
H: -5.184 -2.790 -2.260
H: -0.670 -1.479 -4.233
H: -0.809 0.275 -4.297
H: -1.744 -0.742 -5.448
H: -3.904 0.608 -2.719
H: -4.161 0.083 -4.394
H: -2.896 1.276 -4.023
H: -1.777 -2.497 -0.461
H: -0.969 -3.503 0.762
H: -0.890 -2.402 2.149
H: -4.308 -2.854 2.891
H: -2.616 -3.026 3.389
H: -3.353 -4.243 2.330
C: 2.128 -2.171 1.788
O: 1.193 -1.309 1.218
H: 3.101 -1.678 1.830
H: 2.208 -3.083 1.188
H: 1.816 -2.444 2.800
C: -2.270 3.487 -2.090
C: -0.801 3.932 -2.155
C: -0.254 3.586 -3.546
C: -0.664 5.441 -1.929
C: 0.025 3.100 -1.162
H: -2.783 3.759 -3.015
H: -2.797 3.957 -1.260
H: -2.317 2.407 -1.955
H: -0.838 4.081 -4.323
H: -0.300 2.507 -3.705
H: 0.789 3.898 -3.643
H: -1.109 5.981 -2.769
H: 0.390 5.723 -1.856
H: -1.167 5.763 -1.019
H: 0.793 2.510 -1.655
Cl: -2.064 -2.850 -1.582
C: -0.520 -3.155 -1.530
C: 0.623 -2.323 -1.362
C: 1.927 -2.744 -1.600
Cl: 3.146 -1.511 -1.411
C: 2.293 -4.023 -1.929
Cl: 3.879 -4.434 -2.467
C: 1.295 -4.995 -1.786
Cl: 1.711 -6.666 -1.886
C: 0.023 -4.586 -1.495
Cl: -1.140 -5.864 -1.112


Record 5
Computed, not measured: an isolated molecule of CH2ClPS, with the ωB97M-V functional and the def2-TZVPD basis.

Its net charge is 0. Its SMILES is S=PCCl. The orbital gap comes out at 7.467 eV.

CARTESIAN COORDINATES (ANGSTROEM)
S: -2.509 1.156 0.190
P: -2.802 -0.742 0.143
C: -1.543 -1.137 -1.074
Cl: -0.072 -1.965 0.257
H: -1.131 -0.232 -1.376
H: -1.539 -1.958 -1.715


Record 6
Computed, not measured: a structure of composition C11H27Cl2N2NbO3, with the ωB97M-V functional and the def2-TZVPD basis.

Its net charge is 0. The orbital gap comes out at 7.029 eV.

CARTESIAN COORDINATES (ANGSTROEM)
C: -4.729 -2.717 0.856
C: -3.262 -2.420 0.733
Cl: -2.931 -0.789 0.093
C: -2.254 -3.216 1.085
Cl: -0.602 -2.686 0.855
Nb: -2.394 -5.309 2.098
O: -1.855 -4.503 3.839
N: -1.919 -3.147 4.105
O: -2.834 -2.829 4.767
H: -4.869 -3.805 0.793
H: -5.129 -2.373 1.819
H: -5.302 -2.228 0.063
H: -0.810 -5.967 1.425
H: -2.520 -7.076 2.449
H: -4.174 -5.493 2.512
H: -3.049 -5.580 0.462
C: 1.885 -0.400 -1.333
C: 1.050 0.847 -1.536
N: 0.852 1.713 -0.298
C: 0.133 0.873 0.718
C: -0.103 2.843 -0.627
C: 0.345 3.893 -1.628
C: 2.128 2.175 0.357
C: 3.164 2.934 -0.450
O: 3.656 2.143 -1.499
C: 4.100 2.848 -2.648
H: 1.412 -1.113 -0.659
H: 1.964 -0.888 -2.304
H: 2.893 -0.168 -0.997
H: 0.037 0.571 -1.835
H: 1.478 1.483 -2.303
H: -0.770 0.496 0.249
H: -0.113 1.478 1.588
H: 0.762 0.041 1.017
H: -0.351 3.305 0.328
H: -0.997 2.337 -0.989
H: 0.964 4.666 -1.180
H: -0.557 4.380 -1.999
H: 0.867 3.475 -2.488
H: 2.590 1.278 0.767
H: 1.816 2.803 1.194
H: 3.957 3.152 0.279
H: 2.795 3.893 -0.816
H: 4.286 3.901 -2.422
H: 3.362 2.784 -3.453
H: 5.030 2.397 -2.987